# 1
69
Properties=species:S:1:pos:R:3:lowdin_charge:R:1 method="wB97M-V/def2-TZVPD" multiplicity=1 relative_energy_ev=0.116 total_charge=-2 orbital_gap_ev=6.72 lumo_ev=3.89
Rb -0.77 0.84 -0.04 0.964
O 0.21 6.65 0.09 0.012
C 1.21 6.19 0.86 -0.288
C 2.28 7.05 1.13 -0.042
C 3.34 6.62 1.92 -0.124
C 3.34 5.34 2.46 -0.115
C 2.28 4.49 2.18 -0.032
C 1.21 4.88 1.39 -0.062
C 0.10 3.89 1.14 -0.502
O 0.14 2.77 1.71 -0.212
N -0.80 4.33 0.28 -0.005
N -1.95 3.56 0.14 -0.012
C -2.26 3.18 -1.04 -0.210
C -1.53 3.33 -2.32 -0.159
C -1.13 4.58 -2.78 -0.054
C -0.54 4.74 -4.02 -0.127
C -0.35 3.62 -4.82 -0.128
C -0.72 2.36 -4.38 -0.035
C -1.31 2.17 -3.11 -0.387
O -1.60 0.98 -2.66 -0.227
H -0.44 5.86 0.03 0.057
H 2.26 8.04 0.71 0.102
H 4.16 7.30 2.13 0.086
H 4.17 5.00 3.07 0.084
H 2.25 3.48 2.57 0.081
H -3.19 2.60 -1.09 0.114
H -1.29 5.44 -2.15 0.101
H -0.23 5.72 -4.36 0.082
H 0.11 3.72 -5.80 0.086
H -0.56 1.48 -4.99 0.102
O 3.22 -2.82 0.61 0.092
C 2.23 -1.98 0.21 -0.474
O 2.32 -0.79 0.34 0.089
C 1.08 -2.70 -0.41 -0.184
C 1.17 -4.02 -0.81 0.000
C 0.09 -4.58 -1.47 -0.059
C -1.02 -3.80 -1.71 0.013
C -1.04 -2.50 -1.22 -0.180
N -0.02 -1.96 -0.58 0.146
C -2.24 -1.60 -1.40 -0.554
O -2.50 -1.30 -2.67 0.044
O -2.86 -1.19 -0.44 0.065
H 3.89 -2.25 1.01 0.127
H 2.05 -4.60 -0.58 0.115
H 0.11 -5.62 -1.77 0.106
H -1.88 -4.19 -2.24 0.122
H -2.23 -0.30 -2.83 0.067
N 0.00 -6.70 1.12 0.043
C -0.68 -5.79 1.37 -0.486
N -1.55 -4.83 1.59 0.030
C -1.20 -3.75 2.24 -0.413
N -1.00 -2.73 2.76 0.078
C 1.73 -1.80 3.85 -0.457
Te 0.61 -0.04 3.38 1.281
C 2.50 0.94 3.63 -0.447
C 3.39 -0.01 4.39 -0.283
C 4.57 0.42 4.99 -0.053
C 5.38 -0.46 5.69 -0.114
C 5.00 -1.80 5.80 -0.114
C 3.83 -2.23 5.21 -0.052
C 3.01 -1.35 4.50 -0.281
H 1.93 -2.35 2.93 0.036
H 1.14 -2.45 4.49 0.043
H 2.37 1.88 4.16 0.048
H 2.91 1.15 2.64 0.058
H 4.86 1.46 4.91 0.108
H 6.29 -0.11 6.16 0.089
H 5.62 -2.49 6.36 0.089
H 3.53 -3.27 5.29 0.110

# 2
63
Properties=species:S:1:pos:R:3:lowdin_spin:R:1 method="wB97M-V/def2-TZVPD" multiplicity=3 relative_energy_ev=0.436 orbital_gap_ev="5.07 / 7.21" lumo_ev="-0.35 / -0.45"
Ti 0.54 -0.16 -0.07 0.906
Br 7.19 1.72 -2.34 -0.006
C 5.62 1.22 -1.40 -0.002
C 5.72 0.42 -0.27 0.108
C 4.56 0.07 0.41 -0.004
C 3.32 0.48 -0.03 0.075
O 2.21 0.10 0.63 0.033
C 3.21 1.32 -1.18 0.026
C 1.97 1.89 -1.60 0.359
N 0.79 1.56 -0.99 0.106
C -0.28 2.41 -0.89 0.028
C -0.46 3.59 -1.59 0.069
C -1.61 4.39 -1.38 0.001
C -2.58 4.05 -0.48 0.059
C -2.42 2.87 0.29 0.001
C -3.36 2.42 1.22 0.019
C -3.16 1.26 1.91 -0.003
C -1.98 0.54 1.69 0.025
N -1.06 0.93 0.84 0.004
C -1.28 2.06 0.10 0.003
C 4.40 1.67 -1.85 0.090
H 6.69 0.08 0.07 0.007
H 4.61 -0.56 1.29 -0.003
H 2.00 2.69 -2.32 0.024
H 0.28 3.90 -2.31 0.008
H -1.72 5.29 -1.96 -0.002
H -3.45 4.67 -0.34 0.004
H -4.26 3.01 1.38 0.001
H -3.89 0.89 2.62 -0.001
H -1.78 -0.38 2.22 0.002
H 4.34 2.31 -2.72 0.003
S -2.57 -3.15 -0.18 0.004
C -3.52 -1.78 -0.67 0.002
C -4.91 -1.65 -0.70 0.000
C -5.43 -0.47 -1.20 0.002
C -4.59 0.54 -1.69 0.000
C -3.21 0.40 -1.65 0.002
C -2.68 -0.77 -1.11 0.000
N -1.32 -1.07 -1.01 0.014
C -1.12 -2.28 -0.58 0.002
C 0.23 -2.86 -0.63 0.009
C 0.47 -4.23 -0.51 -0.002
C 1.73 -4.72 -0.79 0.012
C 2.73 -3.84 -1.19 -0.003
C 2.49 -2.47 -1.25 0.010
C 1.23 -1.93 -0.97 -0.007
H -5.55 -2.44 -0.34 0.000
H -6.50 -0.34 -1.24 0.000
H -5.02 1.44 -2.11 0.000
H -2.56 1.17 -2.04 0.000
H -0.33 -4.92 -0.23 0.000
H 1.93 -5.78 -0.72 0.001
H 3.71 -4.22 -1.44 -0.001
H 3.31 -1.82 -1.53 0.001
C 0.68 -1.28 4.54 0.000
C 0.91 -0.54 3.25 0.001
O 0.47 -1.32 2.11 0.011
H 0.85 -0.62 5.39 0.000
H 1.36 -2.13 4.64 0.000
H -0.35 -1.66 4.59 0.000
H 1.95 -0.27 3.10 0.000
H 0.33 0.38 3.21 0.000
H 1.10 -2.05 2.00 0.001

# 3
62
Properties=species:S:1:pos:R:3:lowdin_spin:R:1 method="wB97M-V/def2-TZVPD" multiplicity=4 relative_energy_ev=0.000 total_charge=+1 orbital_gap_ev="7.58 / 8.33" lumo_ev="-3.77 / -3.00"
Nd -1.54 1.54 -0.19 3.044
O -1.68 3.02 -2.10 -0.005
C -0.67 3.64 -1.65 -0.001
O -0.54 3.79 -0.40 -0.003
C 0.53 3.93 -2.57 0.000
C 0.70 5.08 -3.35 0.000
C 1.84 5.26 -4.09 0.000
C 2.87 4.32 -4.10 0.000
C 2.68 3.16 -3.37 0.000
C 1.54 2.95 -2.59 -0.001
P 1.23 1.44 -1.58 -0.007
C 2.37 1.48 -0.17 0.000
C 3.27 2.52 -0.04 0.000
C 4.14 2.55 1.04 0.000
C 4.12 1.57 2.01 0.000
C 3.11 0.61 1.94 0.000
C 2.23 0.56 0.88 0.000
C 1.71 0.01 -2.64 -0.001
C 1.79 0.21 -4.00 0.000
C 2.10 -0.83 -4.86 0.000
C 2.26 -2.12 -4.35 0.000
C 2.09 -2.35 -2.99 0.000
C 1.85 -1.29 -2.11 0.000
H -0.11 5.78 -3.37 0.000
H 1.88 6.17 -4.67 0.000
H 3.75 4.44 -4.70 0.000
H 3.37 2.33 -3.38 0.000
H 3.25 3.33 -0.76 0.000
H 4.80 3.41 1.14 0.000
H 4.77 1.56 2.85 0.000
H 3.05 -0.05 2.78 0.000
H 1.43 -0.17 0.89 0.000
H 1.58 1.17 -4.39 0.000
H 2.16 -0.68 -5.91 0.000
H 2.52 -2.95 -4.98 0.000
H 2.13 -3.37 -2.63 0.000
H 1.68 -1.47 -1.06 0.000
Se -1.41 0.61 2.51 -0.007
P -2.29 -1.21 1.84 -0.002
Se -2.10 -1.19 -0.35 -0.013
C -1.47 -2.70 2.51 0.000
C -0.81 -3.63 1.69 0.000
C -0.08 -4.67 2.25 0.000
C -0.01 -4.79 3.65 0.000
C -0.73 -3.90 4.46 0.000
C -1.45 -2.86 3.88 0.000
C -4.01 -1.29 2.35 0.000
C -4.62 -0.26 3.06 0.000
C -5.96 -0.34 3.39 0.000
C -6.71 -1.46 3.02 0.000
C -6.07 -2.52 2.41 0.000
C -4.72 -2.46 2.07 0.000
H -0.87 -3.53 0.63 0.000
H 0.40 -5.40 1.63 0.000
H 0.56 -5.59 4.10 0.000
H -0.75 -3.99 5.55 0.000
H -2.02 -2.17 4.50 0.000
H -4.06 0.57 3.40 0.000
H -6.44 0.47 3.92 0.000
H -7.78 -1.49 3.25 0.000
H -6.62 -3.44 2.19 0.000
H -4.23 -3.28 1.56 0.000

Among the records above, which one has the lowest multiplicity?
C31H23N6O7RbTe

Look up the multiplicity of the second one.
3

What is the multiplicity in the second record?
3